(1)
Below is a 4-piece molecular cluster, C3H15NO4 overall, with properties calculated with wB97M-V/def2-TZVPD.

Last column: Löwdin charge in e.
Geometry (Å):
C  -0.28087  0.58722  -1.63794  -0.238
N  -0.44613  0.17249  -0.21523  -0.077
C  -1.71257  0.49259  0.40013  -0.267
O  -2.23864  1.80191  0.11609  -0.078
C  1.08116  1.27128  -1.84109  -0.078
H  -1.12404  1.21060  -1.90719  0.103
H  -0.22962  -0.32399  -2.22041  0.097
H  0.34757  0.48834  0.32898  0.057
H  -1.64184  0.38894  1.47545  0.117
H  -2.44434  -0.14326  -0.10226  0.116
H  -1.56555  2.40938  -0.20250  0.073
H  1.09023  2.36646  -1.88921  0.071
H  1.41657  1.05253  -2.84645  0.065
H  1.76109  0.98796  -1.04167  0.069
H  1.74958  -2.74963  2.11697  0.062
H  1.24182  -1.79118  1.09202  0.029
O  1.20316  -1.95579  2.04540  -0.052
H  1.78943  -0.02650  2.28941  0.008
H  0.99115  0.96320  3.19616  0.043
O  1.38801  0.85479  2.32977  -0.065
H  -0.36923  -2.09871  -0.18204  -0.016
H  -1.47737  -2.98561  -0.73225  0.033
O  -0.52958  -2.97301  -0.57215  -0.072

Results
LUMO	0.56	eV
SMILES	CCNCO.O.O.O
ΔE to the lowest compared entry with this formula, charge and spin	26.7	kcal per mole

=====

(2)
Below is C35H52F2N4O2PbSbSeSi3 as an isolated structure, with properties calculated with wB97M-V/def2-TZVPD.

Last column: Löwdin charge in e.
Geometry (Å):
Pb  16.94712  14.19476  9.82816  1.039
N  21.29694  13.52803  12.55342  0.098
C  20.03460  13.47062  13.12743  -0.355
C  19.06908  14.38482  12.78202  -0.064
C  17.80090  14.15433  13.24265  -0.102
C  17.56450  13.16087  14.21035  -0.070
C  18.59913  12.32006  14.51221  -0.143
N  19.82592  12.41664  13.91110  0.121
C  21.64682  13.19986  11.22703  -0.321
C  22.96233  12.83579  10.99192  -0.039
C  23.30757  12.47742  9.71881  -0.091
C  22.33460  12.44528  8.72836  -0.092
C  21.06952  12.85856  9.04431  -0.125
N  20.72193  13.24260  10.28842  0.150
H  22.02022  13.15890  13.17349  0.127
H  19.32847  15.20665  12.16066  0.055
H  17.00956  14.85048  12.95149  0.100
H  16.62160  13.10421  14.69966  0.091
H  18.51814  11.53859  15.27649  0.101
H  23.73391  12.88320  11.78348  0.118
H  24.34459  12.23759  9.52919  0.102
H  22.61372  12.16104  7.70284  0.106
H  20.28998  12.86518  8.27010  0.099
F  18.05088  12.79845  7.49125  -0.179
C  16.97296  13.70177  7.50024  -0.480
F  15.91694  12.98529  7.00153  -0.073
H  17.29734  14.39129  6.72539  0.072
C  8.24857  14.02191  10.09438  -0.068
C  9.70957  13.86416  10.00734  -0.306
C  10.42613  13.48983  11.12807  -0.034
C  11.77591  13.47165  11.15921  -0.222
C  12.47941  13.12117  12.43683  -0.025
C  12.50617  13.86229  10.02806  -0.037
C  11.78871  14.23478  8.88385  -0.197
C  12.51115  14.48111  7.57443  -0.033
C  10.40901  14.19549  8.88332  -0.028
C  14.05064  13.81366  10.04738  -0.649
O  14.58614  12.69624  10.20829  -0.092
O  14.64900  14.92492  9.79191  -0.182
H  7.72359  13.83242  9.11971  0.091
H  8.06217  15.05529  10.41441  0.088
H  7.81184  13.34767  10.82047  0.067
H  9.86842  13.33173  12.05290  0.119
H  11.82094  13.22959  13.29550  0.075
H  13.39006  13.68897  12.56791  0.079
H  12.78201  12.06993  12.35192  0.071
H  13.12115  15.40310  7.61297  0.080
H  11.86537  14.53060  6.68271  0.075
H  13.27116  13.68613  7.40337  0.085
H  9.89382  14.34572  7.93599  0.116
Se  18.22524  16.62511  9.88648  0.511
C  17.21556  18.04169  9.10191  -0.652
C  17.71589  19.35853  9.21871  -0.155
C  16.95156  20.40407  8.74748  -0.198
N  15.79535  20.32649  8.07864  0.028
C  15.38885  19.07260  7.85926  -0.173
C  16.05347  17.91600  8.27979  -0.091
H  18.53885  19.54982  9.88822  0.080
H  17.29501  21.43777  8.95609  0.100
H  14.56966  19.02266  7.18720  0.084
H  15.60526  16.95142  8.04071  0.085
C  16.52941  9.88698  5.88127  -0.219
Si  17.64656  9.02868  7.14556  0.255
C  17.43011  7.23286  6.75507  -0.241
C  19.48686  9.22053  6.97690  -0.250
Sb  17.19237  9.86642  9.52672  0.896
Si  18.69945  8.30872  10.85993  0.209
C  19.26589  6.74160  9.95545  -0.207
C  18.00036  8.00831  12.50351  -0.245
C  20.12719  9.38298  11.04733  -0.268
Si  14.95363  8.75445  10.18548  0.265
C  13.51270  9.18785  9.01058  -0.229
C  15.10089  6.87480  10.15456  -0.245
C  14.44896  9.43858  11.84894  -0.236
H  16.15226  9.11644  5.24470  -0.003
H  17.08436  10.60595  5.22845  0.044
H  15.62510  10.40453  6.21287  0.019
H  17.51852  7.09622  5.65840  0.042
H  16.41443  6.94007  6.95448  0.009
H  18.08037  6.53278  7.25030  0.008
H  19.89641  8.65462  6.11895  0.033
H  19.90997  8.82533  7.96068  0.011
H  19.83031  10.29275  6.90548  0.035
H  18.53543  5.94549  10.05584  0.022
H  20.18259  6.35477  10.37590  0.021
H  19.43656  6.95551  8.90366  -0.012
H  16.97661  7.61485  12.50018  0.003
H  17.92875  8.91462  13.15982  0.048
H  18.61246  7.33428  13.14017  0.042
H  20.77005  9.22147  10.16433  0.038
H  20.67176  9.24559  11.96827  0.033
H  19.85981  10.41438  11.06968  -0.010
H  13.69153  8.66506  8.02493  0.035
H  13.42483  10.29142  8.85792  0.030
H  12.60440  8.87789  9.50423  0.010
H  15.61408  6.44492  9.30427  -0.001
H  14.04000  6.48563  10.19329  0.039
H  15.60095  6.50332  11.08742  0.021
H  13.94502  10.36317  11.64383  -0.018
H  15.36086  9.61022  12.44643  0.011
H  13.71105  8.84884  12.51274  0.064

Results
net charge	-1
LUMO	2.43	eV
ΔE to the lowest compared entry with this formula, charge and spin	18.9	kcal per mole